#P
{"formula": "C2H5N3O3", "method": "the ωB97M-V functional and the def2-TZVPD basis", "symbols": ["O", "O", "O", "N", "N", "N", "C", "C", "H", "H", "H", "H", "H"], "coordinates": [[0.492, -0.650, 0.079], [-2.848, -0.233, 0.476], [3.762, 0.155, 0.078], [-1.584, -0.633, -0.446], [-0.593, 1.397, -0.125], [1.567, -0.277, 0.617], [2.584, -0.131, -0.291], [-0.639, 0.102, -0.067], [2.249, -0.637, -1.088], [1.368, 0.305, 1.459], [-1.685, 1.738, -0.132], [-1.273, -1.730, -0.333], [-3.400, 0.596, -0.227]], "homo_energy_ev": -9.73, "molar_mass_g_mol": 119.08, "multiplicity": 1, "charge": 0, "gap_ha": 0.3372}

***

#Q
{"formula": "C2H5N3O3", "method": "the ωB97M-V functional and the def2-TZVPD basis", "symbols": ["O", "O", "O", "N", "N", "N", "C", "C", "H", "H", "H", "H", "H"], "coordinates": [[3.292, 0.568, 0.321], [-1.765, -1.878, 0.193], [2.075, -1.246, -0.196], [2.215, 0.192, 0.065], [1.187, 0.831, -0.053], [-0.537, -1.115, -0.097], [-0.527, 0.145, 0.043], [-1.318, 1.422, 0.010], [-1.167, 1.685, -1.035], [-1.450, -2.739, -0.022], [-2.304, 1.333, 0.376], [1.032, -1.441, -0.094], [-0.733, 2.242, 0.488]], "homo_energy_ev": -10.12, "molar_mass_g_mol": 119.08, "multiplicity": 1, "charge": 0, "gap_ha": 0.3711}

***

Top of the stability list: #P, leading by 6.5 kcal/mol.

***

#P
{"formula": "C4H5FO2", "method": "the ωB97M-V functional and the def2-TZVPD basis", "symbols": ["F", "O", "O", "C", "C", "C", "C", "H", "H", "H", "H", "H"], "coordinates": [[1.850, -1.248, -0.043], [-0.398, -0.300, 0.846], [-1.900, -0.479, -0.849], [0.011, 1.991, 0.044], [0.431, 0.562, 0.106], [-1.592, -0.744, 0.257], [1.507, 0.011, -0.380], [2.262, 0.583, -0.813], [-2.244, -1.269, 0.953], [0.093, 2.470, 1.091], [-1.137, 2.056, -0.340], [0.619, 2.700, -0.637]], "homo_energy_ev": -9.68, "molar_mass_g_mol": 104.08, "multiplicity": 1, "charge": 0, "gap_ha": 0.3894}

***

#Q
{"formula": "C4H5FO2", "method": "the ωB97M-V functional and the def2-TZVPD basis", "symbols": ["F", "O", "O", "C", "C", "C", "C", "H", "H", "H", "H", "H"], "coordinates": [[-0.400, -1.696, 0.121], [-2.448, 0.857, 0.207], [1.672, 0.609, 0.203], [0.972, 0.139, -0.953], [0.678, 0.235, 1.151], [-1.685, 0.098, -0.288], [-0.275, -0.337, 0.105], [0.523, 0.914, -1.659], [1.014, -0.594, 1.920], [1.490, -0.682, -1.503], [-1.878, -0.717, -1.081], [0.338, 1.174, 1.777]], "homo_energy_ev": -10.25, "molar_mass_g_mol": 104.08, "multiplicity": 1, "charge": 0, "gap_ha": 0.3985}

***

Top of the stability list: #P, leading by 30.7 kcal/mol.